{
  "formula": "C4H13NOS2",
  "method": "ωB97M-V/def2-TZVPD",
  "species": ["S", "S", "C", "C", "C", "N", "C", "H", "H", "H", "H", "H", "H", "H", "H", "H", "H", "H", "H", "H", "O"],
  "xyz": [[3.417, 0.642, 0.560], [-1.580, 1.477, -0.412], [-0.003, 1.474, 0.351], [0.135, 0.183, 1.168], [0.402, -0.992, 0.252], [-0.325, -1.028, -1.005], [0.297, -0.326, -2.119], [4.654, 0.271, 0.891], [0.829, 1.713, -0.321], [0.087, 2.296, 1.085], [1.009, 0.273, 1.816], [-0.759, 0.141, 1.788], [0.288, -1.915, 0.824], [1.488, -0.916, 0.019], [-0.832, -1.872, -1.218], [-0.514, -0.130, -2.834], [0.861, 0.546, -1.830], [0.923, -0.986, -2.739], [-2.906, 0.165, 0.900], [-4.217, -0.448, 1.387], [-3.254, -0.567, 1.434]],
  "nbo_charge": [-0.625, 0.127, -0.627, -0.407, -0.266, -0.443, -0.431, 0.120, 0.239, 0.294, 0.264, 0.235, 0.229, 0.250, 0.411, 0.218, 0.231, 0.206, 0.472, 0.468, -0.965],
  "homo_energy_ev": -7.366,
  "max_force_ha_per_bohr": 0.0481,
  "energy_ev": -29561.9851,
  "e_lumo_ha": -0.147,
  "homo_lumo_gap_ev": 3.369,
  "e_above_lowest_ev": 5.398,
  "spin_multiplicity": 1
}

***

{
  "formula": "C9H12N2OS",
  "method": "ωB97M-V/def2-TZVPD",
  "species": ["C", "C", "C", "C", "C", "C", "C", "C", "C", "N", "N", "O", "S", "H", "H", "H", "H", "H", "H", "H", "H", "H", "H", "H", "H"],
  "xyz": [[-2.725, 1.302, 2.512], [-3.214, 1.736, 1.272], [-1.584, 0.560, 2.533], [-2.377, 1.656, 0.190], [-0.842, 0.338, 1.409], [-1.095, 0.985, 0.235], [3.022, -1.572, -0.262], [3.066, -1.296, -1.789], [2.182, -0.531, -0.866], [0.105, -1.062, -2.652], [-0.174, 1.051, -0.803], [-0.210, -1.814, -0.248], [0.426, -0.913, -1.158], [-3.285, 1.512, 3.425], [-4.198, 2.273, 1.378], [-1.211, 0.131, 3.453], [-2.485, 2.212, -0.720], [0.065, -0.291, 1.503], [2.769, -2.480, 0.115], [3.893, -1.168, 0.197], [4.006, -0.703, -2.113], [2.823, -2.124, -2.473], [2.369, 0.431, -0.567], [-0.741, -1.492, -2.804], [-0.583, 1.258, -1.767]],
  "nbo_charge": [-0.237, -0.205, -0.201, -0.254, -0.243, 0.129, -0.408, -0.404, -0.438, -1.126, -0.768, -0.888, 2.012, 0.211, 0.220, 0.210, 0.203, 0.209, 0.235, 0.220, 0.225, 0.259, 0.269, 0.383, 0.386],
  "homo_energy_ev": -7.900,
  "max_force_ha_per_bohr": 0.0847,
  "energy_ev": -25385.9155,
  "e_lumo_ha": 0.021,
  "homo_lumo_gap_ev": 8.474,
  "e_above_lowest_ev": 4.844,
  "spin_multiplicity": 1
}

***

{
  "formula": "C6H19NO4",
  "method": "ωB97M-V/def2-TZVPD",
  "species": ["C", "C", "C", "C", "C", "N", "C", "O", "H", "H", "H", "H", "H", "H", "H", "H", "H", "H", "H", "H", "H", "H", "H", "O", "H", "H", "O", "H", "H", "O"],
  "xyz": [[-2.259, 1.705, 0.515], [-1.114, 1.403, -0.472], [0.120, 2.261, -0.139], [1.176, 2.228, -1.216], [2.454, 2.491, -1.011], [-0.735, 0.009, -0.415], [-1.496, -1.035, -1.137], [-2.495, -1.411, -0.268], [-2.575, 2.736, 0.368], [-3.106, 1.059, 0.326], [-1.940, 1.562, 1.538], [-1.428, 1.642, -1.487], [-0.208, 3.277, 0.056], [0.531, 1.906, 0.807], [0.806, 1.992, -2.213], [2.843, 2.730, -0.030], [3.166, 2.516, -1.827], [-0.524, -0.284, 0.548], [-1.958, -0.627, -2.032], [-0.829, -1.865, -1.397], [-2.096, -1.806, 0.545], [3.820, -1.281, -0.580], [2.469, -1.769, -1.110], [3.139, -1.948, -0.441], [2.008, -1.124, 2.475], [2.132, -1.864, 1.102], [1.545, -1.721, 1.882], [-0.167, -2.103, 1.831], [-1.472, -2.243, 2.707], [-1.131, -2.294, 1.806]],
  "lowdin_spin": [0.058, 0.066, 0.031, 0.005, 0.002, 0.645, 0.021, 0.142, 0.007, 0.000, 0.000, 0.000, 0.001, 0.000, 0.000, 0.000, 0.000, 0.013, 0.001, 0.006, 0.003, 0.000, 0.000, 0.000, 0.000, 0.000, 0.000, 0.000, 0.000, -0.002],
  "homo_energy_ev": [-13.496, -13.484],
  "max_force_ha_per_bohr": 0.0295,
  "energy_ev": -16201.9984,
  "s_squared": 0.755,
  "e_lumo_ha": [-0.101, -0.267],
  "charge": 1,
  "homo_lumo_gap_ev": [10.752, 6.224],
  "e_above_lowest_ev": 0.000,
  "spin_multiplicity": 2
}

***

{
  "formula": "C8H9CoI2NO7SSc",
  "method": "ωB97M-V/def2-TZVPD",
  "species": ["I", "I", "Sc", "Co", "S", "C", "C", "C", "C", "C", "C", "C", "C", "O", "O", "O", "O", "H", "H", "H", "H", "H", "H", "H", "H", "H", "O", "N", "O", "O"],
  "xyz": [[-1.035, 3.109, 2.305], [-2.488, 0.771, 2.766], [-0.323, 0.223, 0.924], [-0.004, 0.000, -1.474], [-1.818, 1.085, -1.152], [-0.044, -0.572, -3.095], [1.663, 0.319, -0.898], [-3.264, 0.021, -1.695], [-4.414, 0.259, -0.717], [-2.888, -1.446, -1.739], [-3.701, 0.485, -3.093], [1.698, -1.395, 1.706], [-0.169, -1.727, -0.231], [2.833, 0.423, -0.870], [-0.178, -0.777, -4.248], [2.078, -2.493, 1.749], [-0.301, -2.897, -0.357], [-5.254, -0.382, -1.026], [-4.745, 1.301, -0.729], [-4.154, 0.005, 0.313], [-3.797, -1.963, -2.106], [-2.681, -1.805, -0.744], [-2.064, -1.666, -2.433], [-4.551, -0.159, -3.381], [-2.914, 0.337, -3.851], [-4.044, 1.526, -3.088], [3.195, -0.151, 2.510], [2.601, 0.870, 2.045], [3.179, 1.888, 1.731], [1.266, 0.890, 2.021]],
  "lowdin_spin": [0.821, 0.129, 0.070, 1.933, 0.534, 0.053, 0.026, 0.065, 0.040, 0.008, 0.036, 0.013, 0.033, 0.019, 0.075, -0.001, 0.036, 0.008, 0.000, 0.002, 0.001, 0.000, 0.002, 0.009, 0.000, 0.001, 0.013, -0.001, 0.007, 0.069],
  "homo_energy_ev": [-23.657, -23.608],
  "max_force_ha_per_bohr": 0.2602,
  "energy_ev": -109570.1187,
  "s_squared": 6.037,
  "e_lumo_ha": [-0.673, -0.716],
  "charge": 4,
  "homo_lumo_gap_ev": [5.353, 4.126],
  "e_above_lowest_ev": 0.035,
  "spin_multiplicity": 5
}

***

{
  "formula": "C5H9N3O",
  "method": "ωB97M-V/def2-TZVPD",
  "species": ["C", "C", "N", "C", "C", "C", "N", "N", "O", "H", "H", "H", "H", "H", "H", "H", "H", "H"],
  "xyz": [[1.344, 0.528, -1.251], [-2.400, -1.158, -0.732], [0.889, 0.713, 1.193], [-0.037, -0.295, 1.450], [1.467, 1.269, 0.045], [-1.211, -0.535, -0.108], [2.101, 2.364, 0.063], [-0.297, -1.307, 0.417], [-0.359, -0.548, 2.600], [1.076, 1.226, 2.046], [2.097, 2.835, 0.967], [-0.445, -2.292, 0.680], [0.296, 0.478, -1.552], [1.730, -0.487, -1.158], [1.919, 1.067, -1.997], [-2.498, -0.819, -1.767], [-3.278, -0.782, -0.192], [-2.396, -2.257, -0.704]],
  "nbo_charge": [-0.673, -0.740, -0.649, 0.793, 0.468, 0.182, -0.675, -0.606, -0.616, 0.412, 0.327, 0.379, 0.237, 0.222, 0.243, 0.252, 0.260, 0.186],
  "homo_energy_ev": -8.737,
  "max_force_ha_per_bohr": 0.0545,
  "energy_ev": -11846.1284,
  "e_lumo_ha": 0.026,
  "homo_lumo_gap_ev": 9.449,
  "e_above_lowest_ev": 3.280,
  "spin_multiplicity": 1
}

***

{
  "formula": "C5H20NO6S",
  "method": "ωB97M-V/def2-TZVPD",
  "species": ["C", "N", "C", "C", "S", "C", "O", "C", "H", "H", "H", "H", "H", "H", "H", "H", "H", "H", "H", "H", "O", "H", "H", "O", "H", "H", "O", "H", "H", "O", "H", "H", "O"],
  "xyz": [[0.825, 1.240, 1.330], [0.181, 0.262, 0.434], [-1.166, -0.062, 0.917], [-1.631, -1.474, 0.493], [-3.348, -1.355, 0.870], [-2.257, 1.009, 0.617], [-2.533, 1.454, -0.487], [0.502, 2.684, 0.884], [1.916, 1.026, 1.380], [0.653, 1.240, 2.413], [0.288, 0.547, -0.521], [-1.147, -0.198, 2.011], [-1.508, -1.580, -0.602], [-0.934, -2.239, 0.832], [-2.632, 1.269, 1.617], [1.002, 3.233, 0.060], [-0.470, 2.879, 0.430], [0.623, 3.253, 1.815], [0.704, -1.735, 2.182], [1.690, -2.803, 1.890], [1.620, -1.983, 2.399], [-2.754, -0.745, -2.724], [-2.727, 0.666, -2.100], [-2.200, 0.035, -2.617], [3.262, -0.806, -1.336], [2.665, 0.369, -2.007], [3.536, 0.077, -1.690], [0.285, -1.345, -3.309], [-0.467, -0.251, -2.375], [0.376, -0.681, -2.631], [2.179, -1.314, 0.708], [1.441, -1.046, -0.690], [2.025, -1.628, -0.194]],
  "nbo_charge": [-0.228, -0.672, -0.163, -0.535, -0.549, 0.435, -0.672, -0.658, 0.193, 0.200, 0.368, 0.188, 0.185, 0.173, 0.123, 0.208, 0.228, 0.194, 0.486, 0.478, -0.949, 0.478, 0.518, -0.983, 0.493, 0.465, -0.981, 0.479, 0.519, -1.017, 0.497, 0.506, -1.008],
  "homo_energy_ev": -3.510,
  "max_force_ha_per_bohr": 0.0588,
  "energy_ev": -30119.6841,
  "e_lumo_ha": 0.116,
  "charge": -1,
  "homo_lumo_gap_ev": 6.671,
  "e_above_lowest_ev": 1.397,
  "spin_multiplicity": 1
}